[1]
{
  "formula": "C7H12",
  "method": "the ωB97M-V functional and the def2-TZVPD basis",
  "symbols": ["H", "C", "H", "H", "C", "H", "H", "H", "C", "C", "C", "H", "H", "H", "H", "H", "C", "H", "C"],
  "positions_angstrom": [[1.73123, -2.37778, 0.63375], [0.68336, -2.25383, 0.34283], [0.99359, 2.78032, -0.99180], [1.58230, 0.69332, 1.03772], [-1.49557, 0.35202, -0.19143], [0.12234, -3.12907, 0.68780], [-0.73481, 3.00746, -1.30106], [1.35003, 0.04460, -0.58652], [0.82738, 0.30215, 0.34731], [0.12956, -0.95127, 0.93515], [-1.28212, -0.75413, 0.51935], [0.18292, -0.98698, 2.02327], [-2.05897, -0.20383, -0.96527], [-2.09151, -1.46345, 0.66095], [-0.47517, 1.94231, 0.87634], [0.14207, 1.68331, -2.09357], [-0.29543, 1.30944, -0.01471], [0.64230, -2.24591, -0.75611], [0.04650, 2.25133, -1.16399]],
  "nbo_charge": [0.211, -0.592, 0.208, 0.211, -0.280, 0.208, 0.213, 0.197, -0.387, -0.283, -0.140, 0.207, 0.257, 0.201, 0.206, 0.201, -0.244, 0.204, -0.600],
  "e_above_lowest_kj_mol": 168.5,
  "homo_ev": -8.63,
  "largest_force_ev_per_a": 2.8
}

[2]
{
  "formula": "C7H12",
  "method": "the ωB97M-V functional and the def2-TZVPD basis",
  "symbols": ["H", "H", "H", "H", "C", "C", "H", "C", "C", "C", "H", "C", "H", "H", "H", "H", "H", "C", "H"],
  "positions_angstrom": [[-2.48691, 0.62659, 1.41274], [2.64914, -0.66911, 0.94712], [-0.49668, -2.02889, -1.29201], [2.81239, -1.08762, -0.77478], [0.79882, -0.59904, -0.16440], [-0.34052, -1.14732, -0.67525], [1.40714, 2.30376, -0.77144], [0.39398, 1.88361, -0.79707], [2.16403, -1.16956, 0.10379], [-2.05567, -0.32035, 1.07467], [0.17386, 1.56368, -1.81806], [-1.32011, -0.14944, -0.24045], [2.10278, -2.23585, 0.33898], [-1.39308, -0.69245, 1.85961], [-2.88542, -1.02764, 0.95331], [0.47618, 1.06926, 1.21011], [-0.29375, 2.69401, -0.53690], [0.27936, 0.73258, 0.18368], [-1.98554, 0.25377, -1.01365]],
  "nbo_charge": [0.207, 0.217, 0.198, 0.224, 0.009, -0.230, 0.200, -0.612, -0.657, -0.613, 0.209, -0.179, 0.223, 0.207, 0.201, 0.191, 0.209, -0.194, 0.190],
  "e_above_lowest_kj_mol": 194.6,
  "homo_ev": -8.67,
  "largest_force_ev_per_a": 3.0
}

[3]
{
  "formula": "C7H12",
  "method": "the ωB97M-V functional and the def2-TZVPD basis",
  "symbols": ["H", "C", "H", "H", "C", "H", "C", "H", "H", "C", "H", "H", "H", "C", "H", "C", "C", "H", "H"],
  "positions_angstrom": [[-1.57747, 0.27010, -0.93700], [0.98302, -1.97988, -2.13869], [-0.62419, 1.11350, 3.06663], [0.91398, -3.05907, -2.06068], [0.73630, 0.53667, 0.82961], [-2.34355, 1.10266, 2.33065], [-1.27249, 1.03996, 2.20315], [1.00688, 0.69348, -1.32973], [0.19696, -1.53217, -2.75181], [-1.61113, 1.08590, -0.21484], [0.91168, -0.29255, 1.51493], [-1.34854, 1.97343, -0.78914], [1.90946, -1.72745, -2.65075], [-0.74809, 0.85155, 0.99340], [0.81791, -1.98068, 0.10567], [1.04287, -0.04861, -0.52957], [0.93675, -1.34271, -0.77289], [1.35319, 1.39184, 1.08958], [-2.64439, 1.20357, 0.09954]],
  "nbo_charge": [0.215, -0.652, 0.193, 0.218, -0.479, 0.195, -0.418, 0.187, 0.218, -0.651, 0.218, 0.217, 0.221, 0.047, 0.190, -0.181, -0.175, 0.223, 0.215],
  "e_above_lowest_kj_mol": 127.5,
  "homo_ev": -9.09,
  "largest_force_ev_per_a": 1.5
}